{
  "formula": "C2H3NO2",
  "method": "ωB97M-V with the def2-TZVPD basis set",
  "symbols": ["N", "C", "O", "H", "C", "O", "H", "H"],
  "xyz": [[1.2814, -0.7101, 2.4419], [1.5446, -1.0110, 1.3000], [1.7182, -1.4065, 0.2198], [1.6196, -0.0709, 3.0166], [-1.1158, -0.0908, -0.4035], [-0.6992, 0.9706, -0.0712], [-0.6286, -1.0826, -0.1710], [-2.0314, -0.1486, -1.1329]],
  "forces_ev_per_angstrom": [[-1.7, -3.7, -3.7], [0.1, 0.3, 1.0], [0.0, 0.0, 0.0], [1.8, 3.4, 2.9], [-1.3, -1.1, -1.9], [0.4, 0.4, 0.6], [-0.4, 0.8, 0.1], [1.1, -0.1, 1.1]],
  "e_above_lowest_kcal_mol": 30.9,
  "homo_energy_ha": -0.372,
  "largest_force_ha_per_bohr": 0.1077,
  "multiplicity": 1,
  "gap_ev": 10.92
}